[1]
This record from the OMol25 dataset describes a molecular structure, C12H11BrCl2MoO2. The level of theory is ωB97M-V/def2-TZVPD.

Last column: Mulliken charge in e.
Positions of all 29 atoms, in Å:
C (-0.05875, -1.21971, -2.30251)  -0.7461
C (0.62862, -0.07366, -1.74687)  -0.5126
C (0.81425, -0.33269, -0.36241)  -0.1121
H (0.91939, 0.81964, -2.30468)  0.6345
C (0.28076, -1.57213, -0.02651)  -0.5632
C (-0.22967, -2.14535, -1.23499)  -0.4081
H (-0.49537, -3.22180, -1.36667)  0.4767
H (-0.06744, -1.41372, -3.35921)  0.5150
H (1.35843, 0.26752, 0.33842)  0.5602
H (0.35068, -2.06971, 0.96177)  0.4291
Mo (-2.05419, -0.49631, -1.35965)  0.6752
Br (-1.81284, 1.86347, -2.74800)  -0.2755
C (-4.28839, -0.36018, -0.30427)  -0.2550
C (-3.92823, -1.71869, -0.47093)  -0.2496
C (-3.62369, -1.95582, -1.85231)  -0.6103
H (-4.13473, -2.51162, 0.26702)  0.4513
C (-3.80140, -0.72965, -2.56419)  -0.2830
C (-4.19296, 0.26828, -1.57417)  -0.6296
H (-4.61701, 1.24041, -1.83398)  0.4798
H (-4.73203, 0.09036, 0.59312)  0.4538
H (-3.54287, -2.94722, -2.33169)  0.4581
H (-3.77584, -0.56193, -3.64977)  0.3817
Cl (2.54430, 3.87604, 1.84600)  -0.1818
C (1.76212, 3.91781, 0.30714)  0.2304
Cl (2.90670, 4.26354, -0.98297)  -0.1865
C (0.98075, 2.61172, 0.04533)  0.3946
O (0.59282, 2.61436, -1.16150)  -0.5807
O (0.81546, 1.81984, 0.99215)  -0.7803
H (0.97874, 4.67421, 0.29440)  0.2340

Calculated values
HOMO-LUMO gap (spin up / spin down)   5.557 / 5.485 eV
Total charge   0
Spin multiplicity   3

=====

[2]
This record from the OMol25 dataset describes 2 unconnected molecules or ions with the total composition C12H11BrOS. The level of theory is ωB97M-V/def2-TZVPD.

Last column: Mulliken charge in e.
Positions of all 26 atoms, in Å:
C (1.49546, -1.51261, -1.73722)  0.3480
C (1.23477, -0.62598, -2.52293)  0.1904
C (-1.50537, -0.37571, 3.24940)  -0.3770
C (-1.69354, -0.65898, 1.97067)  -0.6070
C (-0.19995, -0.40467, 3.82447)  -0.3695
C (-0.64237, -1.08744, 1.13479)  -0.3223
C (0.86483, -0.80350, 3.04585)  -0.7395
C (0.65073, -1.06711, 1.65454)  0.5674
C (0.56833, 3.39607, -2.20387)  -0.4438
C (1.10809, 2.33876, -1.68558)  -0.0801
C (1.65124, -2.41681, -0.64245)  -1.1105
C (1.26365, 0.45571, -3.34631)  -0.4027
O (0.17337, 0.79813, -4.05895)  -0.5060
S (2.23004, -1.55041, 0.85298)  -0.0268
Br (1.56606, 1.98669, 0.04785)  -0.0945
H (-2.40080, -0.28287, 3.85442)  0.3190
H (-2.62788, -0.78059, 1.53041)  0.3953
H (-0.09911, -0.15840, 4.91729)  0.3083
H (-0.65872, -1.31123, 0.11985)  0.3873
H (1.77893, -0.81686, 3.54030)  0.3942
H (0.16174, 4.37136, -1.71085)  0.2147
H (0.40643, 3.33518, -3.24297)  0.2690
H (1.03284, -3.26818, -0.58109)  0.5456
H (2.69793, -2.77306, -0.86748)  0.3190
H (2.17558, 0.85837, -3.75968)  0.4533
H (-0.71357, 0.33292, -3.66374)  0.3681

Calculated values
HOMO-LUMO gap (spin up / spin down)   7.024 / 7.768 eV
Total charge   0

=====

[3]
This record from the OMol25 dataset describes a molecular structure, C12H11CdF6N4O5S4. The level of theory is ωB97M-V/def2-TZVPD.

Last column: Mulliken charge in e.
Positions of all 43 atoms, in Å:
Cd (-0.41453, 0.82578, 0.29857)  2.1829
S (-1.40391, 1.65765, -1.77707)  -0.5238
C (-0.53652, 3.18175, -1.73396)  0.4752
C (-0.68822, 3.95837, -2.93347)  -0.2221
N (-0.82731, 4.54400, -3.91497)  -0.5095
C (0.23412, 3.68485, -0.72901)  0.6849
S (0.62172, 2.96804, 0.82223)  -0.5224
C (0.84486, 4.97253, -0.92451)  -0.1708
N (1.35479, 5.99600, -1.05619)  -0.4772
F (-0.86611, -4.32353, 2.45177)  -0.2462
C (-0.38774, -3.24622, 1.82861)  0.6970
F (-1.00300, -3.12270, 0.65868)  -0.2203
F (0.91865, -3.43478, 1.60472)  -0.2346
S (-0.62149, -1.73972, 2.86363)  0.9058
O (-0.01302, -0.69384, 2.05556)  -0.8681
O (-0.01185, -2.07267, 4.10757)  -0.6385
N (-2.17751, -1.59548, 2.97954)  -0.4991
S (-2.89397, -0.52243, 2.05218)  1.1622
O (-2.85289, 0.81213, 2.57199)  -0.6336
O (-2.61106, -0.68374, 0.63946)  -0.7339
C (-4.62309, -1.11885, 2.25343)  0.4937
F (-5.42078, -0.36177, 1.49965)  -0.2034
F (-4.73890, -2.38698, 1.85861)  -0.2145
F (-5.01341, -1.02425, 3.52274)  -0.2076
O (1.24071, -0.74277, -0.48650)  -0.8589
C (1.62598, -1.66693, -1.18008)  0.3279
C (3.08267, -1.87130, -1.47568)  -0.9110
C (3.32743, -0.95319, -2.69938)  -0.4972
C (2.33600, -1.09047, -3.87378)  -0.9622
C (0.90111, -0.58147, -3.62265)  -0.1073
C (-0.01435, -1.58440, -2.89842)  -0.6423
N (0.77624, -2.40915, -1.96532)  -0.1792
H (3.29450, -2.91331, -1.72627)  0.3584
H (3.70181, -1.56432, -0.63577)  0.3296
H (4.33763, -1.13965, -3.06899)  0.4310
H (3.29790, 0.08076, -2.34731)  0.2917
H (2.31742, -2.12935, -4.22777)  0.3225
H (2.75119, -0.50597, -4.69711)  0.3968
H (0.44122, -0.31131, -4.57454)  0.4627
H (0.93907, 0.34138, -3.03881)  0.0305
H (-0.49609, -2.26816, -3.59657)  0.5070
H (-0.79466, -1.05934, -2.35178)  -0.1669
H (1.27419, -3.13399, -2.45974)  0.3908

Calculated values
HOMO-LUMO gap   7.212 eV
Total charge   -1

=====

[4]
This record from the OMol25 dataset describes C12H11ClN4O2 in the gas phase. The level of theory is ωB97M-V/def2-TZVPD.

Last column: Mulliken charge in e.
Positions of all 30 atoms, in Å:
O (2.91539, 2.87637, 0.32361)  -0.6408
C (2.01897, 2.14389, -0.02664)  0.3427
C (2.13576, 1.10812, -1.12991)  -0.3588
C (2.46960, -0.19444, -0.48107)  0.2187
C (1.77319, -1.35542, -0.42166)  -0.1200
C (2.54050, -2.30670, 0.35618)  0.0440
O (2.31032, -3.44412, 0.71067)  -0.6726
N (3.72008, -1.62726, 0.65062)  -0.2330
N (3.60964, -0.29802, 0.27063)  -0.0700
N (0.81389, 2.15190, 0.61332)  -0.2829
N (-0.19977, 1.35905, 0.25257)  0.0001
C (-1.25685, 1.32519, 0.95826)  -0.2152
C (-2.39928, 0.49620, 0.64043)  0.4066
C (-3.39794, 0.35493, 1.61083)  -0.5800
C (-4.51153, -0.42918, 1.39495)  -0.7033
C (-4.66299, -1.09242, 0.18707)  -0.4047
C (-3.70013, -0.96006, -0.79671)  -0.5269
C (-2.57886, -0.17601, -0.57557)  0.6165
Cl (-1.44115, -0.03336, -1.85212)  -0.2030
H (2.93404, 1.41587, -1.80751)  0.3503
H (1.19363, 1.01469, -1.66433)  0.0965
H (0.81027, -1.55539, -0.84105)  0.3744
H (4.33578, -1.87658, 1.40898)  0.2593
H (4.45103, 0.22327, 0.06772)  0.2688
H (0.72032, 2.77388, 1.42250)  0.2424
H (-1.34674, 1.92403, 1.87412)  0.2688
H (-3.27907, 0.86960, 2.55325)  0.3358
H (-5.26135, -0.52433, 2.16509)  0.3883
H (-5.52982, -1.70955, 0.00852)  0.3740
H (-3.81041, -1.46521, -1.74356)  0.4240

Calculated values
HOMO-LUMO gap   8.270 eV
Total charge   0

=====

Largest force on an atom values (in eV Å⁻¹) by entry order: 5.1; 4.1; 0.4; 1.3.
Total energy values (in eV) by entry order: -113656.801; -95540.479; -93033.682; -35199.263.
ΔE to the lowest compared entry with this formula, charge and spin values (in kJ/mol) by entry order: 0.0; 135.0; 36.1; 0.0.